# 1
# C40H42Cl2N8OPS4Ti

C40H42Cl2N8OPS4Ti as an isolated structure in a non-equilibrium geometry (the ωB97M-V functional and the def2-TZVPD basis, OMol25).

Kohn-Sham gap (spin up / spin down) in eV: 7.36 / 7.65
Multiplicity: 2
Total energy in eV: -156923.487
Relative energy (zero: lowest compared OMol25 entry of this formula, charge and spin) in eV: 0.0000

Last column: Mulliken charge in e.
Geometry (Å):
Ti: -0.230 0.175 0.543  -1.406
S: 0.098 -0.619 2.879  -0.496
C: 1.614 -0.080 2.449  0.870
N: 1.725 0.718 1.378  1.213
C: 3.018 1.149 1.217  -1.075
C: 3.528 2.136 0.335  -0.855
C: 4.921 2.256 0.250  -0.728
C: 5.800 1.543 1.026  -0.791
C: 5.311 0.648 1.952  -0.577
C: 3.941 0.539 2.084  1.002
S: 3.084 -0.398 3.262  -0.286
H: 2.840 2.670 -0.268  0.866
H: 5.373 3.002 -0.380  0.429
H: 6.827 1.697 0.910  0.486
H: 5.908 -0.009 2.592  0.423
C: -1.423 -1.104 -3.024  -0.700
N: 0.048 -1.111 -3.021  0.473
C: 0.765 -1.982 -3.821  -0.372
C: 2.062 -1.256 -3.987  -0.783
N: 2.038 -0.286 -2.880  0.061
C: 3.297 0.212 -2.326  -0.815
C: 0.768 -0.229 -2.375  -1.239
N: 0.317 0.622 -1.477  1.883
C: 0.466 2.014 -1.922  -1.359
C: -0.482 2.912 -1.189  -1.250
N: -0.498 2.673 0.254  0.938
C: -1.003 3.611 1.054  -0.197
N: -0.739 3.698 2.344  0.391
C: 0.257 2.854 2.971  -0.773
C: -1.410 4.781 2.986  -0.661
C: -2.234 5.370 1.884  -0.716
N: -1.930 4.614 0.735  0.125
C: -2.800 4.699 -0.437  -0.821
H: -1.888 -0.589 -2.122  0.115
H: -1.871 -0.685 -3.934  0.307
H: -1.718 -2.200 -2.996  0.395
H: 0.351 -2.129 -4.816  0.406
H: 0.850 -3.006 -3.351  0.087
H: 2.049 -0.654 -4.916  0.340
H: 2.989 -1.867 -4.093  0.465
H: 3.534 -0.231 -1.334  0.131
H: 3.260 1.333 -2.209  0.232
H: 4.153 0.103 -3.012  0.473
H: 0.203 2.127 -3.007  0.335
H: 1.536 2.373 -1.920  0.039
H: -1.445 2.739 -1.608  0.421
H: -0.187 3.955 -1.486  0.466
H: 0.945 2.603 2.164  -0.111
H: 0.908 3.416 3.620  0.435
H: -0.254 2.066 3.574  0.170
H: -0.654 5.387 3.494  0.341
H: -2.047 4.477 3.785  0.330
H: -2.163 6.462 1.753  0.331
H: -3.265 5.148 2.073  0.427
H: -3.834 4.377 -0.199  0.194
H: -2.255 4.293 -1.261  0.254
H: -2.926 5.805 -0.613  0.374
Cl: -2.923 1.084 3.495  -0.221
C: -3.690 1.413 1.933  0.989
C: -4.928 2.040 2.093  -0.959
C: -5.747 2.320 1.062  1.026
Cl: -7.235 3.025 1.435  -0.288
C: -5.378 1.949 -0.214  0.171
C: -6.240 1.989 -1.357  -0.863
C: -5.768 1.701 -2.602  -0.848
C: -4.372 1.236 -2.685  -0.175
N: -3.685 0.924 -1.651  -0.080
C: -4.125 1.286 -0.418  0.399
C: -3.275 0.945 0.684  -0.934
O: -2.162 0.339 0.466  -0.216
H: -5.224 2.359 3.101  0.441
H: -7.326 2.230 -1.261  0.331
H: -6.399 1.818 -3.455  0.450
H: -3.960 1.053 -3.696  0.365
S: -1.500 -3.745 2.357  -0.437
P: 0.028 -3.636 1.242  1.049
S: 0.276 -2.147 -0.156  0.267
C: 1.686 -3.798 2.056  0.601
C: 2.766 -3.079 1.536  -0.076
C: 4.060 -3.351 2.070  -0.699
C: 4.308 -4.393 3.008  -0.761
C: 3.184 -4.961 3.583  -0.431
C: 1.927 -4.658 3.135  -0.549
C: 0.093 -4.851 -0.049  0.360
C: 1.233 -5.103 -0.851  -0.260
C: 1.223 -6.144 -1.779  -0.679
C: 0.076 -6.883 -1.958  -0.344
C: -1.078 -6.623 -1.237  -0.675
C: -1.024 -5.693 -0.190  -0.455
H: 2.644 -2.365 0.685  -0.082
H: 4.896 -2.847 1.680  0.520
H: 5.336 -4.567 3.350  0.353
H: 3.316 -5.734 4.385  0.305
H: 1.044 -5.087 3.568  0.432
H: 1.979 -4.295 -0.887  0.383
H: 2.119 -6.359 -2.309  0.428
H: 0.181 -7.563 -2.824  0.309
H: -2.018 -7.202 -1.433  0.335
H: -1.848 -5.454 0.500  0.302

***

# 2
# C40H42ClN4O3ReS2

C40H42ClN4O3ReS2 as an isolated structure in a non-equilibrium geometry (the ωB97M-V functional and the def2-TZVPD basis, OMol25).

Kohn-Sham gap (spin up / spin down) in eV: 5.17 / 5.91
Multiplicity: 2
Total energy in eV: -90583.737
Charge: +1
Relative energy (zero: lowest compared OMol25 entry of this formula, charge and spin) in eV: 0.1038

Last column: Mulliken charge in e.
Geometry (Å):
Re: 1.918 -1.453 0.231  1.163
O: -0.185 -3.867 2.773  -0.720
C: 0.576 -3.696 1.844  0.509
O: 0.674 -2.566 1.217  -0.794
C: 1.438 -4.838 1.348  0.219
C: 1.196 -6.068 1.963  -0.763
C: 1.866 -7.212 1.580  -0.539
C: 2.834 -7.146 0.587  -0.635
C: 3.105 -5.941 -0.021  -0.861
C: 2.400 -4.782 0.328  1.055
S: 2.845 -3.407 -0.671  -0.359
H: 0.459 -6.100 2.753  0.510
H: 1.636 -8.153 2.055  0.420
H: 3.370 -8.033 0.288  0.395
H: 3.862 -5.871 -0.788  0.470
C: -0.370 -1.023 -4.699  -1.968
C: 0.722 -0.187 -5.373  1.929
C: 1.264 -0.978 -6.573  -1.640
C: 0.094 1.125 -5.870  -1.578
C: 1.870 0.138 -4.433  0.017
C: 2.947 0.900 -4.915  -0.515
C: 4.036 1.240 -4.141  -1.480
C: 4.063 0.816 -2.822  0.719
S: 5.274 1.052 -1.589  -0.342
C: 4.296 0.160 -0.486  0.566
N: 3.146 -0.287 -0.989  1.236
C: 2.998 0.062 -2.310  -1.148
C: 1.911 -0.279 -3.114  0.559
C: 4.566 -0.166 0.889  0.687
C: 5.683 0.213 1.634  -0.750
C: 5.772 -0.179 2.956  -0.755
C: 4.766 -0.942 3.533  -0.692
C: 3.660 -1.333 2.790  -0.622
C: 3.547 -0.950 1.470  -0.046
H: -1.160 -1.229 -5.417  0.457
H: -0.817 -0.490 -3.862  0.300
H: 0.020 -1.977 -4.354  0.383
H: 0.451 -1.225 -7.251  0.452
H: 1.728 -1.904 -6.241  0.379
H: 2.001 -0.405 -7.128  0.355
H: -0.734 0.906 -6.540  0.447
H: 0.813 1.729 -6.416  0.343
H: -0.284 1.712 -5.036  0.354
H: 2.940 1.238 -5.937  0.474
H: 4.850 1.820 -4.539  0.423
H: 1.133 -0.891 -2.677  0.641
H: 6.461 0.806 1.172  0.469
H: 6.631 0.116 3.539  0.417
H: 4.840 -1.238 4.566  0.461
H: 2.885 -1.930 3.251  0.477
C: -4.415 4.211 2.882  -1.804
C: -3.124 4.291 2.052  1.296
C: -3.335 5.334 0.948  -1.752
C: -2.006 4.755 2.997  -1.647
C: -2.748 2.888 1.439  2.444
O: -2.387 1.972 2.449  -0.759
C: -3.906 2.319 0.585  -1.462
C: -3.714 0.874 0.101  -0.693
C: -3.844 -0.170 1.179  0.057
C: -2.805 -1.042 1.486  0.533
C: -2.955 -2.034 2.437  -1.136
C: -4.169 -2.165 3.096  0.293
Cl: -4.374 -3.402 4.276  -0.229
C: -5.224 -1.309 2.805  -0.878
C: -5.053 -0.323 1.854  -0.059
C: -1.467 3.051 0.555  -2.273
N: -0.451 2.087 0.854  1.317
C: -0.141 0.960 0.218  -0.648
N: 0.892 0.388 0.828  -0.476
C: 1.163 1.224 1.863  -0.510
N: 0.370 2.256 1.883  -0.959
H: -4.583 5.166 3.374  0.498
H: -4.346 3.452 3.659  0.368
H: -5.286 4.011 2.265  0.396
H: -3.568 6.295 1.399  0.490
H: -4.164 5.064 0.301  0.377
H: -2.451 5.470 0.331  0.325
H: -2.299 5.680 3.486  0.503
H: -1.069 4.943 2.481  0.325
H: -1.818 4.004 3.760  0.328
H: -3.149 1.813 3.014  0.577
H: -4.039 2.962 -0.286  0.563
H: -4.825 2.350 1.167  0.305
H: -2.754 0.772 -0.400  -0.219
H: -4.492 0.678 -0.643  0.578
H: -1.857 -0.956 0.975  0.142
H: -2.140 -2.706 2.666  0.629
H: -6.169 -1.427 3.309  0.430
H: -5.884 0.327 1.620  0.447
H: -1.011 4.018 0.761  0.518
H: -1.727 2.978 -0.501  0.174
H: -0.616 0.596 -0.673  0.959
H: 1.943 1.055 2.575  0.550